{
  "formula": "C38H110N4O26",
  "method": "wB97M-V/def2-TZVPD",
  "symbols": ["C", "C", "O", "O", "H", "H", "H", "H", "H", "H", "C", "C", "O", "O", "H", "H", "H", "H", "H", "H", "C", "C", "O", "O", "H", "H", "H", "H", "H", "H", "C", "C", "O", "O", "H", "H", "H", "H", "H", "H", "C", "C", "O", "O", "H", "H", "H", "H", "H", "H", "C", "C", "O", "O", "H", "H", "H", "H", "H", "H", "C", "C", "O", "O", "H", "H", "H", "H", "H", "H", "C", "C", "O", "O", "H", "H", "H", "H", "H", "H", "C", "C", "O", "O", "H", "H", "H", "H", "H", "H", "C", "C", "O", "O", "H", "H", "H", "H", "H", "H", "C", "C", "O", "O", "H", "H", "H", "H", "H", "H", "C", "C", "C", "O", "C", "N", "H", "H", "H", "H", "H", "H", "H", "H", "H", "H", "H", "C", "C", "C", "O", "C", "N", "H", "H", "H", "H", "H", "H", "H", "H", "H", "H", "H", "C", "C", "C", "O", "C", "N", "H", "H", "H", "H", "H", "H", "H", "H", "H", "H", "H", "C", "C", "C", "O", "C", "N", "H", "H", "H", "H", "H", "H", "H", "H", "H", "H", "H"],
  "positions_angstrom": [[-4.94765, -1.23023, 3.19181], [-3.94500, -0.85440, 2.11774], [-4.44333, -1.22547, 0.89133], [-6.13126, -0.57129, 2.92383], [-4.51808, -0.94004, 4.15065], [-5.12340, -2.30581, 3.17378], [-2.98108, -1.34207, 2.26310], [-3.68499, 0.20330, 2.15988], [-4.41936, -0.49738, 0.26610], [-6.34252, -0.89335, 2.04448], [1.99179, 0.93154, 4.58280], [3.49019, 0.47099, 4.56212], [3.70778, -0.47290, 5.57897], [1.81352, 1.92253, 3.60106], [1.70409, 1.33787, 5.55245], [1.32170, 0.08300, 4.44476], [4.18625, 1.30485, 4.65313], [3.54138, -0.00510, 3.58293], [3.78569, -0.04309, 6.43384], [0.88487, 2.16315, 3.63727], [4.06581, 3.75525, -1.85165], [3.73279, 3.58516, -3.35301], [2.33520, 3.82656, -3.52851], [4.23052, 5.15241, -1.57363], [5.04826, 3.29668, -1.73931], [3.33122, 3.29577, -1.19033], [3.87172, 2.54554, -3.64962], [4.32725, 4.10098, -4.10709], [2.19019, 4.71623, -3.19829], [4.21118, 5.19674, -0.61485], [-1.59271, 1.78764, 6.06072], [-1.65468, 1.26671, 4.62202], [-0.84305, 2.09515, 3.84215], [-2.06874, 0.78208, 6.87272], [-2.30183, 2.61429, 6.10429], [-0.56733, 2.00688, 6.35844], [-2.65364, 1.22133, 4.18829], [-1.19222, 0.29864, 4.42947], [-1.32372, 2.91486, 3.70569], [-1.77140, 0.98362, 7.76298], [-1.12091, 5.78102, -3.37646], [-0.95746, 4.57635, -4.37596], [-2.10303, 3.78097, -4.58938], [-1.88100, 6.88382, -3.86657], [-0.21861, 6.10524, -2.85796], [-1.62714, 5.35378, -2.51084], [-0.19294, 3.92610, -3.95077], [-0.54385, 4.90875, -5.32808], [-2.83828, 4.32171, -4.88707], [-1.59155, 7.66103, -3.38309], [2.45124, -4.70677, -0.13964], [2.63811, -3.94883, 1.20957], [3.40401, -2.83047, 0.97736], [1.94347, -3.88858, -1.15818], [1.73993, -5.51494, 0.03069], [3.35775, -5.22097, -0.45892], [3.07810, -4.64924, 1.91946], [1.67132, -3.67666, 1.63305], [3.09595, -2.38472, 0.18490], [2.66920, -3.35190, -1.48513], [3.54758, -0.04570, -1.35299], [4.46150, 0.36146, -0.18789], [5.77751, 0.30699, -0.68929], [3.31589, -1.48890, -1.30613], [3.94432, 0.17223, -2.34455], [2.61602, 0.52023, -1.34975], [4.17910, -0.26064, 0.66143], [4.21195, 1.34142, 0.21892], [6.39513, 0.56415, -0.00080], [4.14071, -1.85325, -1.63558], [-2.18339, -4.24654, 4.18836], [-0.92782, -3.37911, 4.55566], [0.18055, -3.95861, 3.90618], [-2.34964, -5.30755, 5.10808], [-2.18559, -4.50208, 3.12874], [-3.07177, -3.61972, 4.26568], [-0.73979, -3.27337, 5.62410], [-1.07518, -2.36634, 4.18061], [1.00272, -3.53746, 4.16748], [-2.11602, -5.06321, 6.00659], [-2.50200, -0.98694, -4.81131], [-2.86345, 0.43270, -5.29788], [-4.21582, 0.53145, -5.64921], [-3.04704, -1.30568, -3.55401], [-1.42749, -1.16447, -4.76651], [-2.84466, -1.77095, -5.48661], [-2.27700, 0.75294, -6.15906], [-2.59892, 1.17869, -4.54846], [-4.66432, 0.50098, -4.80096], [-2.31225, -1.37120, -2.93969], [-1.20469, -4.03708, -0.35455], [-1.87954, -2.90607, -1.15754], [-0.84744, -2.20172, -1.82820], [-0.73964, -4.98593, -1.21652], [-1.82600, -4.59891, 0.34289], [-0.37165, -3.64421, 0.22838], [-2.46141, -2.18387, -0.58486], [-2.67042, -3.21878, -1.83931], [-0.29497, -1.73134, -1.19961], [0.15773, -4.73768, -1.45041], [-5.36270, 1.61097, -2.69430], [-5.17935, 1.77447, -1.18635], [-3.98579, 1.14826, -0.69360], [-5.65958, 0.25137, -3.10235], [-4.42999, 2.00087, -3.10188], [-6.14606, 2.27006, -3.06854], [-5.98555, 1.23820, -0.68579], [-5.23923, 2.83081, -0.92432], [-3.24968, 1.57000, -1.14291], [-4.86348, -0.28218, -3.04629], [-0.59482, -1.41840, -8.18030], [0.55150, -0.45858, -7.72950], [1.51257, -0.92490, -6.64217], [0.75987, -1.21662, -5.51400], [1.41142, -2.17608, -4.70227], [1.33817, -0.17336, -8.94426], [-0.18510, -2.27211, -8.72012], [-1.23650, -0.86978, -8.86976], [-1.19420, -1.76781, -7.33961], [0.07575, 0.49264, -7.49086], [2.28133, -0.17153, -6.47035], [1.93145, -1.85600, -7.02387], [0.88574, -2.38104, -3.76966], [2.40041, -1.81137, -4.42481], [1.50766, -3.08413, -5.29748], [1.53669, -1.05630, -9.39270], [0.68304, 0.21943, -9.60503], [0.13699, 0.96690, -2.57588], [-0.88355, 0.98535, -1.43463], [-0.35563, 0.86852, 0.03313], [0.11761, -0.45048, 0.22609], [0.36994, -0.84622, 1.53103], [-1.57962, 2.23366, -1.66590], [-0.32449, 1.14335, -3.54748], [0.67980, 0.02199, -2.55110], [0.94318, 1.69020, -2.45342], [-1.51607, 0.15264, -1.74222], [-1.15118, 0.97265, 0.77094], [0.42062, 1.60192, 0.25141], [1.20461, -1.54710, 1.54477], [-0.44268, -1.45316, 1.93024], [0.60722, 0.00937, 2.16330], [-1.45525, 2.44123, -2.64649], [-1.15744, 2.99835, -1.15884], [4.72704, -3.68519, 4.44452], [3.28837, -3.66166, 4.95350], [3.26214, -3.57208, 6.55724], [4.01684, -4.56828, 7.17152], [3.60396, -5.92894, 7.02066], [2.65377, -2.65879, 4.22006], [4.87191, -3.90806, 3.38743], [5.27550, -4.40303, 5.05443], [5.24651, -2.74341, 4.62145], [2.75730, -4.56259, 4.64627], [2.23862, -3.65635, 6.92250], [3.67227, -2.60710, 6.85509], [4.44077, -6.61773, 7.13655], [3.21972, -6.04999, 6.00784], [2.83056, -6.19378, 7.74164], [2.95831, -1.90256, 4.81628], [3.06437, -2.48230, 3.31433], [-3.24027, 4.64261, 0.47241], [-2.17599, 3.80693, 1.31612], [-0.73286, 4.26459, 1.23328], [-0.44981, 4.44572, -0.20600], [0.92198, 4.57710, -0.56212], [-2.57159, 3.97442, 2.71550], [-3.06482, 5.69727, 0.68458], [-4.28718, 4.42480, 0.68369], [-3.07694, 4.64742, -0.60527], [-2.17890, 2.74843, 1.05599], [-0.02417, 3.52502, 1.60598], [-0.62552, 5.19582, 1.78951], [1.55612, 3.78367, -0.16660], [1.47101, 5.49824, -0.36677], [0.89542, 4.46740, -1.64626], [-3.54621, 3.72709, 2.81055], [-2.64751, 4.97868, 2.79158]],
  "forces_ev_per_angstrom": [[1.422, -0.123, -0.119], [1.098, -0.010, 0.779], [-0.876, -0.619, -1.155], [-1.027, 0.554, 0.275], [-0.365, 0.032, 0.242], [0.254, -0.275, 0.138], [0.230, -0.455, 0.351], [-0.405, 0.405, 0.022], [0.267, 0.415, -0.271], [-0.390, 0.195, -0.359], [0.803, 0.449, 0.399], [-2.133, 0.647, -0.172], [0.511, -0.310, 0.309], [0.918, -0.165, -0.369], [0.276, 0.112, 0.465], [0.166, -0.406, -0.287], [-0.125, 0.105, -0.245], [0.764, -0.211, 0.093], [-0.036, 0.178, -0.006], [-0.662, 0.076, -0.023], [1.679, 0.416, -1.884], [-1.176, -0.999, 0.817], [0.147, 0.204, -0.352], [-0.679, -0.348, 0.216], [0.058, -0.400, 0.436], [-0.091, -0.139, -0.328], [-0.055, -0.267, 0.347], [0.256, 0.743, 0.594], [-0.098, 0.276, -0.116], [0.123, 0.466, 0.124], [-0.557, -0.655, -1.247], [0.941, -0.274, -0.185], [0.616, 0.617, -0.716], [-0.481, -1.266, 1.420], [0.478, 0.744, 0.104], [0.045, 0.584, -0.446], [-0.312, 0.083, 0.362], [-0.271, -0.436, 0.892], [-0.466, 0.785, -0.476], [-0.252, -0.256, 0.182], [-0.774, -1.256, 0.429], [0.642, 1.404, 0.404], [-0.050, 0.004, 0.483], [0.379, -0.405, -0.313], [0.708, 0.102, -0.866], [-0.600, -0.260, 0.097], [-0.049, -0.138, 0.120], [-0.054, 0.262, -0.143], [-0.029, 0.165, -0.099], [-0.115, 0.078, -0.084], [-0.296, -0.861, 1.505], [-1.051, -1.469, -1.412], [1.407, 0.718, 1.102], [-0.101, 0.034, -0.155], [-0.261, 0.026, -0.039], [0.398, 0.262, 0.059], [0.451, 0.201, 0.082], [-0.349, -0.075, -0.059], [-0.192, 0.396, -0.254], [-0.351, 0.207, -0.264], [-0.103, -0.145, 0.291], [-1.127, 0.436, -0.735], [0.226, -0.273, 0.388], [-0.069, 1.271, -0.522], [0.562, 0.173, 0.176], [-0.342, -0.624, 0.467], [0.652, -0.765, 0.004], [0.029, 0.570, -0.494], [0.122, -0.064, 0.086], [0.307, -0.169, -0.008], [0.416, 2.013, 1.826], [-0.416, -0.585, -1.436], [-0.537, -0.864, -0.204], [-0.056, -1.224, -0.848], [0.551, -0.874, 0.273], [-0.151, 0.449, 0.144], [-0.365, -0.294, 0.334], [-0.208, 0.343, -0.134], [0.479, 0.833, 0.062], [0.083, 0.416, -0.244], [0.716, -0.064, -0.724], [0.720, -0.678, -0.078], [-0.061, 0.218, 0.021], [-0.856, 0.493, 0.624], [0.203, 0.511, -0.074], [-0.392, 0.331, -0.465], [0.123, -0.452, -0.245], [-0.008, 0.000, 0.490], [-0.892, -0.114, -0.029], [0.256, -0.135, 0.304], [-1.202, 0.744, 0.583], [-0.082, 0.343, 1.396], [-0.296, -0.147, -1.617], [0.998, -1.564, -1.291], [-0.612, 0.544, 0.150], [0.001, 0.482, 0.223], [0.194, 0.027, 0.926], [0.680, -0.648, -0.523], [-0.014, 0.149, 0.560], [0.171, 0.078, -0.433], [0.419, -0.504, 0.499], [-0.469, -1.093, 0.045], [-1.342, -0.045, 0.068], [-0.109, 1.532, 0.097], [0.256, -0.236, -0.596], [-0.232, -0.254, 0.095], [-0.206, 0.193, 0.086], [0.175, 0.162, 0.048], [1.098, 0.514, -0.304], [0.587, -0.364, 0.306], [0.515, 0.300, 1.106], [-0.532, 0.002, -1.528], [-1.260, -0.225, -1.147], [-0.323, -0.028, 1.270], [0.129, 0.107, -0.075], [0.175, 0.254, 0.007], [0.063, -0.145, 0.095], [-0.060, -0.009, 0.037], [-0.068, -0.069, -0.047], [0.107, 0.049, 0.555], [0.186, -0.007, 0.047], [0.611, -0.138, -0.074], [-0.441, 0.160, -0.244], [0.341, -0.021, -0.006], [0.165, -0.331, 0.209], [0.432, -0.379, 0.051], [-0.003, 0.505, -0.173], [1.804, -1.037, 1.096], [0.957, 0.333, -0.954], [-0.820, -0.991, -0.828], [0.503, -0.040, -1.655], [0.337, -0.551, 0.803], [-1.273, 0.362, 0.504], [-0.094, -0.315, 0.063], [-0.134, -0.372, -0.552], [-0.150, 0.588, 0.101], [-0.449, -0.094, 0.996], [-0.412, 0.555, -0.165], [0.261, 0.206, -0.095], [0.322, 0.237, -0.132], [-0.485, 0.318, 0.211], [-0.051, 0.009, 0.213], [-0.475, 0.338, -0.094], [0.057, 0.166, 0.140], [1.006, -0.966, 1.281], [1.875, -2.727, -0.019], [-0.750, -0.087, -1.771], [1.210, -0.622, 0.453], [-0.398, 0.703, -0.673], [-2.046, 2.789, 0.927], [-0.438, -0.183, -0.010], [0.350, -0.267, -0.283], [-0.303, 0.344, 0.117], [0.434, -0.772, 0.403], [-0.421, 0.278, -0.166], [0.096, -0.113, 0.097], [0.188, 0.400, 0.156], [-0.155, -0.349, 0.052], [-0.130, 0.066, 0.073], [-0.694, 1.219, -0.628], [0.177, -0.348, -0.192], [1.808, 0.109, -0.382], [-1.475, 0.177, -0.539], [0.027, 0.456, -2.067], [0.539, 0.647, 1.791], [-0.221, -0.494, -0.789], [0.028, 0.203, 0.369], [-0.091, 0.221, 0.479], [0.228, -0.380, 0.201], [-0.036, -0.640, -0.078], [-0.453, 0.053, -0.061], [-0.140, -0.112, 0.284], [0.272, 0.282, -0.131], [-0.227, -0.368, 0.231], [-0.654, 0.531, 0.491], [0.218, -0.143, 0.054], [-0.215, -0.618, 0.051], [0.274, 0.462, 0.577]],
  "mol_weight_g_mol": 1039.3,
  "de_lowest_ev": 1.775,
  "homo_energy_ha": -0.337,
  "spin_multiplicity": 1
}